Entry from OMol25: a cluster of 14 separate species, C46H81IN14O33 in total in a non-equilibrium geometry (ωB97M-V/def2-TZVPD).

```
175
Properties=species:S:1:pos:R:3:forces:R:3:mulliken_charge:R:1
C 1.749 2.842 -2.217 -0.18 -0.13 -0.28 -0.39
C 2.561 1.498 -2.711 0.24 1.39 0.57 0.09
O 1.611 0.610 -3.396 1.44 -0.85 0.49 -0.32
C 2.100 -0.771 -3.407 0.09 -0.97 0.32 0.02
C 1.346 -1.700 -4.543 1.18 2.12 -1.05 -0.53
O 1.831 -3.075 -4.539 -1.78 0.79 0.98 -0.35
C 1.001 -3.955 -3.721 0.26 -0.78 0.26 -0.42
C 1.875 -4.489 -2.453 1.66 -1.08 3.13 0.68
C 3.367 -5.110 -2.622 -1.81 0.60 2.43 -0.84
C 4.263 -5.615 -1.386 -2.22 0.15 -0.84 0.35
N 5.658 -6.149 -1.626 -2.24 0.56 4.74 -0.60
C 6.022 -6.989 -0.616 -1.03 0.09 -1.20 0.68
C 5.213 -8.405 -0.501 -0.31 0.43 1.52 -0.76
C 7.199 -6.619 0.455 0.15 -0.43 -0.82 -0.86
C 3.662 -5.498 0.093 -3.00 1.45 -2.48 -0.35
C 2.202 -4.883 0.257 0.67 0.15 -1.97 0.21
C 1.276 -4.370 -0.979 2.88 -1.10 -0.19 0.14
C -0.195 -3.727 -0.624 -2.17 -0.66 -1.01 -0.05
O -1.283 -3.991 -1.283 5.48 1.49 2.96 -0.57
C -0.190 -2.741 0.693 0.39 1.15 1.67 0.15
C 0.730 -3.261 1.931 -1.29 2.71 0.44 0.38
C 0.861 -2.380 3.252 -2.79 0.62 -4.42 -0.73
C 0.042 -0.978 3.257 -0.19 -0.96 -1.22 1.01
C 0.241 -0.071 4.614 1.32 -0.58 -1.07 -0.20
C -0.201 -0.849 5.967 -1.01 0.60 -1.48 0.24
O 0.172 -0.005 7.098 0.84 -2.14 -0.56 -0.27
C 1.461 -0.381 7.672 1.20 0.97 1.07 -0.17
C 2.696 0.554 7.110 0.04 -0.54 0.03 -0.92
C -0.870 -0.472 2.049 2.29 -4.04 -0.37 -1.03
I -1.958 1.456 2.081 1.12 -1.70 0.14 0.01
C -1.006 -1.366 0.708 2.16 -1.04 2.14 0.42
C -1.938 -0.853 -0.544 -0.52 -1.44 0.88 -0.51
C -3.493 -1.147 -0.069 0.33 0.92 0.82 -0.51
C -4.553 -0.087 -0.696 -0.93 -1.03 0.12 -0.30
C -5.599 0.309 0.484 -0.31 0.03 0.50 0.52
C -6.563 1.566 0.129 0.97 0.19 -0.94 -0.59
O -7.438 1.972 1.248 2.49 0.38 1.58 -0.34
C -6.672 2.589 2.311 1.67 4.12 0.47 0.64
C -6.396 1.796 3.712 -0.59 -0.45 -0.42 -0.52
O -6.210 3.797 2.223 -2.43 -6.21 -0.13 -0.58
C 1.536 -4.683 1.748 0.07 -2.17 1.80 -0.11
O 1.605 -5.584 2.688 -0.17 4.82 -4.64 -0.58
H 2.360 3.436 -1.423 -1.07 -1.21 -1.38 0.10
H 0.704 2.569 -1.770 2.02 0.36 -0.71 0.17
H 1.561 3.582 -3.105 0.44 -1.55 1.59 -0.09
H 3.122 0.983 -1.823 -1.61 0.83 -1.76 0.28
H 3.405 1.899 -3.422 -1.51 -1.00 0.92 0.15
H 3.254 -0.758 -3.592 -2.05 -0.27 0.14 0.23
H 1.911 -1.295 -2.380 0.38 1.05 -1.53 0.09
H 1.688 -1.238 -5.570 -0.73 -1.03 1.86 0.24
H 0.195 -1.584 -4.514 1.82 -0.44 0.27 0.28
H 0.645 -4.841 -4.409 0.89 1.51 1.47 0.30
H 0.040 -3.414 -3.375 1.69 -0.93 -0.27 0.21
H 3.777 -5.152 -3.718 -0.71 0.04 2.47 0.29
H 4.092 -8.309 -0.845 2.41 0.02 0.42 0.33
H 5.788 -9.229 -1.086 -1.27 1.89 1.01 0.28
H 5.180 -8.740 0.626 0.16 0.54 -2.11 0.24
H 8.055 -7.410 0.467 -1.71 1.42 -0.02 0.20
H 7.635 -5.571 0.227 -0.92 -1.83 0.25 0.30
H 6.725 -6.606 1.527 0.62 -0.13 -2.11 0.25
H 4.216 -5.805 1.073 -1.00 0.60 -2.20 0.19
H 1.512 -2.757 4.127 -1.24 0.90 -1.59 0.40
H 1.403 0.102 4.684 -2.17 -0.31 -0.13 0.06
H -0.217 0.993 4.494 0.49 -2.14 0.32 0.10
H -1.364 -0.976 5.912 2.14 0.32 0.47 0.21
H 0.244 -1.917 5.986 -0.49 1.88 0.22 -0.32
H 1.736 -1.505 7.545 -0.77 1.90 0.06 0.17
H 1.387 -0.168 8.819 -0.07 -0.46 -2.11 0.29
H 2.318 1.558 6.677 0.48 -1.73 0.80 0.22
H 3.250 -0.031 6.274 -0.82 1.16 1.38 0.25
H 3.457 0.789 7.971 -1.46 -0.54 -1.65 0.32
H -1.804 0.276 -0.759 -0.03 -1.97 0.54 0.32
H -1.757 -1.492 -1.500 0.05 1.26 1.82 0.07
H -3.497 -0.989 1.095 -0.08 -0.37 -2.17 0.26
H -3.814 -2.244 -0.248 0.74 1.82 0.09 0.31
H -4.031 0.831 -1.181 -0.89 -1.50 1.01 0.33
H -5.182 -0.646 -1.513 1.31 1.29 1.31 0.14
H -6.261 -0.620 0.792 1.39 1.90 -0.77 0.02
H -4.979 0.572 1.439 -1.07 -0.27 -1.71 -0.29
H -5.876 2.471 -0.129 -1.21 -1.48 0.37 0.34
H -7.266 1.376 -0.779 1.26 0.13 1.80 0.19
H -5.297 1.384 3.721 -2.13 0.99 -0.08 -0.01
H -6.566 2.509 4.620 0.52 -1.14 -1.91 0.30
H -7.116 0.894 3.842 1.24 1.53 -0.42 0.29
C 0.403 4.789 -6.215 0.23 -0.28 -0.02 -0.65
N 0.539 5.756 -5.094 0.08 0.43 0.37 0.90
O 1.563 5.693 -4.417 -0.97 0.35 -0.42 -0.50
O -0.385 6.548 -4.929 1.03 -0.73 -0.02 -0.56
H 1.289 4.154 -6.242 -0.10 0.20 0.13 0.24
H -0.491 4.194 -6.030 0.15 0.26 -0.10 0.31
H 0.312 5.364 -7.137 -0.19 -0.07 0.18 0.28
C -4.370 3.554 -6.999 -0.18 -0.11 -0.22 -0.39
N -3.099 3.903 -7.687 0.26 0.19 -0.34 0.91
O -3.170 4.655 -8.655 0.41 -0.77 0.96 -0.53
O -2.068 3.409 -7.233 -0.86 0.46 -0.69 -0.56
H -5.192 4.057 -7.503 0.52 -0.31 0.13 0.03
H -4.488 2.471 -7.054 0.17 0.12 0.13 0.29
H -4.288 3.892 -5.965 0.04 -0.13 -0.14 0.28
C -7.792 6.857 -8.144 -0.03 0.35 0.13 -0.73
N -7.132 5.547 -7.899 0.14 -0.41 0.04 0.81
O -6.493 5.423 -6.855 -0.97 0.21 -0.94 -0.53
O -7.276 4.683 -8.760 0.28 0.74 1.04 -0.49
H -7.581 7.520 -7.305 0.02 -0.24 -0.13 0.32
H -7.382 7.263 -9.070 -0.14 -0.16 0.07 0.29
H -8.863 6.674 -8.232 0.19 -0.03 -0.12 0.28
C -2.341 2.628 7.136 0.33 0.15 -0.06 -0.76
N -3.569 2.006 6.573 -0.22 -0.18 -0.42 0.82
O -3.532 1.651 5.397 -0.29 0.20 1.28 -0.36
O -4.532 1.893 7.329 0.64 -0.02 -0.79 -0.50
H -1.576 2.663 6.361 -0.24 -0.12 0.10 0.24
H -2.604 3.634 7.465 -0.06 -0.19 0.11 0.30
H -2.014 2.010 7.973 -0.12 0.13 -0.07 0.30
C 5.316 3.486 -0.621 0.06 0.37 0.06 -0.78
N 5.391 2.117 -0.045 0.39 -0.29 0.64 0.97
O 6.149 1.944 0.905 -0.98 -0.11 -1.01 -0.55
O 4.682 1.259 -0.569 1.00 0.54 0.73 -0.58
H 5.990 4.139 -0.065 -0.08 -0.27 -0.11 0.31
H 5.619 3.420 -1.666 -0.22 0.06 0.13 0.30
H 4.285 3.827 -0.527 0.12 -0.16 -0.11 0.20
C -5.996 4.279 10.209 -0.34 0.05 0.00 -0.71
N -4.726 4.628 9.519 0.53 0.22 -0.42 0.88
O -4.799 5.387 8.555 0.32 -0.80 0.91 -0.51
O -3.696 4.130 9.966 -0.91 0.54 -0.55 -0.49
H -6.820 4.788 9.710 0.27 -0.06 0.03 0.31
H -6.116 3.196 10.148 0.13 0.15 0.10 0.24
H -5.909 4.610 11.245 0.07 -0.17 -0.13 0.29
C -8.334 -3.433 -1.059 0.03 -0.28 -0.22 -0.79
N -7.993 -1.992 -0.915 0.11 0.66 0.07 0.87
O -7.459 -1.441 -1.875 -0.53 -0.33 1.00 -0.50
O -8.271 -1.461 0.157 0.20 -0.49 -1.20 -0.48
H -8.034 -3.768 -2.052 -0.02 0.18 0.19 0.31
H -7.792 -3.978 -0.287 -0.18 0.12 -0.02 0.31
H -9.413 -3.529 -0.930 0.19 0.03 0.13 0.29
C -5.898 -0.896 8.402 0.16 0.31 0.04 -0.67
N -5.823 -2.270 8.965 0.11 -0.65 0.37 0.89
O -5.060 -2.451 9.911 -0.83 -0.02 -0.92 -0.51
O -6.534 -3.124 8.440 0.73 0.74 0.60 -0.53
H -5.220 -0.249 8.961 -0.11 -0.23 -0.10 0.29
H -5.600 -0.953 7.355 -0.16 0.00 0.14 0.26
H -6.928 -0.554 8.503 0.12 -0.13 -0.15 0.27
C 4.888 6.529 -5.480 0.14 0.22 0.19 -0.73
N 4.965 5.161 -4.903 0.02 -0.52 0.26 0.96
O 5.725 4.992 -3.952 -0.80 -0.18 -0.78 -0.55
O 4.260 4.300 -5.424 0.82 0.68 0.60 -0.52
H 5.559 7.184 -4.925 -0.10 -0.24 -0.06 0.29
H 5.191 6.463 -6.525 -0.16 -0.07 0.22 0.28
H 3.855 6.867 -5.387 0.17 -0.20 -0.11 0.27
C -0.800 -5.417 5.490 0.17 -0.29 -0.16 -0.73
N -0.669 -4.451 6.614 -0.02 0.31 0.49 0.89
O 0.352 -4.514 7.295 -0.98 0.33 -0.52 -0.53
O -1.595 -3.660 6.776 1.01 -0.72 -0.03 -0.48
H 0.086 -6.051 5.465 -0.14 0.23 0.05 0.30
H -1.696 -6.012 5.671 0.04 0.22 -0.06 0.29
H -0.887 -4.839 4.568 -0.07 -0.06 0.13 0.28
C 8.031 1.064 -2.565 0.01 -0.26 -0.20 -0.64
N 8.373 2.504 -2.416 0.31 0.72 -0.22 0.91
O 8.897 3.062 -3.377 -0.52 -0.40 1.14 -0.54
O 8.104 3.029 -1.338 0.37 -0.40 -1.10 -0.51
H 8.323 0.735 -3.563 -0.04 0.19 0.19 0.31
H 8.581 0.515 -1.801 -0.20 0.13 0.00 0.29
H 6.953 0.966 -2.426 0.15 -0.01 0.13 0.19
C 9.173 -11.449 -0.641 0.02 -0.30 -0.21 -0.74
N 8.454 -10.162 -0.444 -0.30 0.44 0.01 0.88
O 7.624 -9.844 -1.293 1.32 -0.27 0.85 -0.57
O 8.746 -9.512 0.557 -0.35 -0.65 -1.05 -0.53
H 8.817 -11.914 -1.560 0.00 0.20 0.19 0.31
H 10.238 -11.223 -0.710 -0.16 -0.01 0.16 0.28
H 8.957 -12.081 0.221 0.13 0.17 -0.05 0.29
C 3.176 6.980 -9.466 -0.04 -0.12 -0.31 -0.70
N 3.841 8.019 -8.636 0.39 0.69 0.12 0.84
O 4.597 8.800 -9.209 -0.73 -0.76 0.82 -0.51
O 3.583 8.018 -7.434 0.20 0.24 -1.30 -0.50
H 3.494 7.100 -10.502 0.00 0.07 0.27 0.31
H 3.478 6.006 -9.080 -0.14 0.14 0.06 0.27
H 2.099 7.126 -9.375 0.16 -0.09 0.11 0.28
```
Forces are in eV/Å.

## Properties
total energy	-5346.52186	Eh
HOMO level	-0.2804	Ha
net charge	0
gap between HOMO and LUMO	6.6	eV
multiplicity	1